17
Properties=species:S:1:pos:R:3:forces:R:3 method="wB97M-V/def2-TZVPD" e_lumo_ev=0.8 e_homo_ev=-8.41 total_charge=0 smiles="CC=C=N.CC" homo_lumo_gap_ha=0.337
N -0.415 -0.343 1.246 -0.0098 0.9605 -0.4107
C -0.083 0.445 0.279 -0.3728 -0.1688 1.7180
C 0.223 -1.639 -1.390 -0.0609 1.4350 0.3404
C 0.030 1.702 -0.117 0.1540 -0.1713 -0.6485
C -0.150 2.890 0.788 -0.1519 -0.0198 0.0803
C -0.020 -2.526 -0.276 -0.2711 0.6056 1.2485
H 1.222 -1.634 -1.815 -0.0328 0.1310 -0.0175
H 0.782 3.454 0.895 -0.0300 -0.0969 -0.0091
H -0.482 2.584 1.780 0.0191 0.0128 -0.0404
H -0.325 -1.715 0.638 0.1581 -1.1949 -1.0146
H 0.142 -0.449 -0.833 0.2087 -1.1326 -0.9554
H 0.263 1.900 -1.156 0.1326 -0.0301 0.0213
H -0.558 -1.558 -2.139 0.0462 -0.0843 -0.0619
H -0.880 -3.184 -0.372 0.0189 0.0303 0.0770
H -0.891 3.583 0.379 0.0075 -0.0506 0.0155
H 0.854 -3.031 0.125 0.0026 -0.1549 -0.1576
H 0.287 -0.479 1.969 0.1817 -0.0709 -0.1851

***

17
Properties=species:S:1:pos:R:3:forces:R:3 method="wB97M-V/def2-TZVPD" e_lumo_ev="-5.6 / -9.2" e_homo_ev="-13.06 / -12.85" total_charge=+1 homo_lumo_gap_ha="0.275 / 0.133" spin_multiplicity=2
N -1.874 0.718 2.185 1.1515 -0.8478 -4.2558
C 2.032 -1.727 -1.508 0.4454 -1.0916 1.7288
C 0.597 0.210 -2.074 -2.0528 -1.9473 0.0479
C 1.758 -0.293 -1.721 0.7318 0.4875 -1.5619
C -0.402 1.022 2.093 0.0473 1.4665 2.0702
C -2.441 0.254 1.125 -1.2957 0.3012 3.6392
H -0.032 0.784 3.090 0.3322 -0.0100 0.1073
H -1.828 0.480 0.287 0.1629 0.0008 -1.5125
H -0.190 -0.588 -2.165 0.1664 1.2104 0.0741
H 1.709 -1.979 -0.459 0.2982 -0.0931 -0.8858
H 2.602 0.346 -1.911 0.5253 0.2495 0.6467
H 3.116 -1.874 -1.517 -0.1721 -0.1841 -0.0014
H 0.156 0.398 1.383 -0.6796 0.0644 -0.0847
H -3.446 -0.245 1.116 1.0371 0.4754 -0.0599
H 0.397 1.198 -2.420 0.0234 0.5531 -0.0309
H 1.593 -2.489 -2.181 -0.0878 0.8233 0.1503
H -0.219 2.144 1.991 -0.6334 -1.4582 -0.0716

***

18
Properties=species:S:1:pos:R:3:forces:R:3 method="wB97M-V/def2-TZVPD" e_lumo_ev=-4.3 e_homo_ev=-14.89 total_charge=+1 homo_lumo_gap_ha=0.388
N 0.536 0.138 -1.712 -0.3930 0.9977 -0.1471
N 0.463 -1.005 0.712 -1.1258 1.8611 -2.9870
C -0.011 1.277 1.811 0.1019 0.0101 -0.0970
C -0.385 0.170 0.847 -0.4773 0.7116 0.6513
C -1.870 -0.171 0.870 0.0948 -0.0262 -0.0614
C 1.330 -0.930 -2.273 0.7611 -1.0030 -0.5071
C 0.139 0.247 -0.528 1.0953 -3.2819 2.6694
H 1.469 -1.716 -1.533 -0.0909 0.1801 -0.0090
H 0.814 -1.335 -3.145 -0.0342 0.0997 0.1056
H 0.280 0.874 -2.380 -0.0950 -0.0962 0.2571
H 1.059 1.472 1.813 0.0837 0.0096 -0.0276
H -2.080 -0.650 1.824 0.0303 0.0008 0.0731
H 2.296 -0.542 -2.598 -0.0738 0.0648 0.0766
H -0.309 0.973 2.811 -0.0280 -0.0676 0.0678
H 1.408 -0.859 1.058 0.2237 0.5205 0.0030
H -2.133 -0.869 0.080 -0.0134 -0.0454 -0.0379
H -2.469 0.732 0.784 -0.0161 0.0269 -0.0289
H -0.537 2.194 1.559 -0.0433 0.0375 -0.0009

***

18
Properties=species:S:1:pos:R:3:forces:R:3 method="wB97M-V/def2-TZVPD" e_lumo_ev="-5.0 / -6.5" e_homo_ev="-13.58 / -13.55" total_charge=+1 homo_lumo_gap_ha="0.314 / 0.260"
N -0.967 0.134 -0.676 1.0096 1.5927 1.4445
N 0.407 0.394 1.754 2.4585 3.6770 -1.8043
C 1.531 1.281 -0.276 0.4231 -1.8207 1.4125
C -0.766 -0.922 0.219 0.7779 -2.8889 -0.8050
C 0.473 -0.863 1.341 -2.4668 -2.3864 -1.4658
C 0.796 1.377 0.898 -0.5717 0.2573 0.5125
C -1.179 -0.206 -2.004 -2.6875 -0.2560 -2.2217
H 2.262 0.468 -0.538 -1.2204 0.7415 0.1862
H -0.402 -1.801 -0.349 -0.6836 -0.1857 0.1504
H -1.700 -1.202 0.773 0.7970 0.6024 -0.2579
H -1.114 0.547 -2.908 -0.0034 -0.8789 2.4852
H 0.069 0.509 2.642 -1.2627 1.4469 2.3639
H 0.231 -1.585 2.110 -0.0090 -0.0894 0.0780
H -2.347 -0.489 -1.902 1.9332 0.5543 -0.6382
H -0.738 -1.144 -2.332 0.3069 -0.3100 0.0572
H 0.419 2.378 1.087 -0.0186 -0.1926 0.5064
H 1.396 -1.097 0.902 1.0591 -0.5622 -1.0600
H 1.630 2.222 -0.739 0.1585 0.6986 -0.9441

***

18
Properties=species:S:1:pos:R:3:forces:R:3 method="wB97M-V/def2-TZVPD" e_lumo_ev=-6.5 e_homo_ev=-15.41 total_charge=+1 smiles="C=[N+]=NCC(C)C" homo_lumo_gap_ha=0.326
N 0.776 1.385 -1.409 -6.8795 -8.6798 -0.2372
N -0.115 0.344 -1.696 6.8687 8.8914 -1.7274
C -0.807 -0.580 -0.985 -1.0812 -1.7605 2.1590
C 0.617 -1.650 0.767 -0.2662 -0.0280 -0.0024
C -0.691 -0.906 0.502 0.3887 0.1658 -0.0303
C 1.460 2.397 -1.305 0.8625 1.1814 0.0430
C -0.858 0.324 1.386 -0.1454 -0.1713 -0.1932
H 2.547 2.336 -1.324 0.0038 -0.2162 -0.0844
H 1.481 -1.014 0.589 0.1409 0.1073 0.0250
H -1.519 -1.597 0.698 0.0222 0.0869 -0.1087
H -1.695 0.936 1.051 -0.0812 0.1070 0.0580
H 0.044 0.930 1.392 0.1271 0.1267 0.0327
H -1.852 -0.295 -1.234 0.1384 0.0870 -0.1464
H 0.638 -1.983 1.800 0.1188 -0.0228 0.1041
H 0.700 -2.526 0.127 0.0520 -0.1005 -0.0014
H 1.012 3.379 -1.165 -0.2676 -0.0442 -0.0589
H -1.063 0.013 2.406 0.0494 0.0479 0.1313
H -0.674 -1.492 -1.601 -0.0514 0.2218 0.0373

***

18
Properties=species:S:1:pos:R:3:forces:R:3 method="wB97M-V/def2-TZVPD" e_lumo_ev=-3.6 e_homo_ev=-14.60 total_charge=+1 smiles="C=C1C[N@@+]1(C)NC" homo_lumo_gap_ha=0.404
N 0.284 0.247 0.415 0.4984 0.3734 -1.2289
N -0.963 0.919 0.500 -0.9158 3.1601 -1.3697
C 0.576 -0.600 -0.771 1.4755 0.0995 0.6808
C 0.844 -0.002 1.723 -0.2262 1.2927 2.9032
C 0.494 -1.842 -1.186 -1.2550 0.1792 1.2397
C 1.287 0.663 -0.654 3.0028 -2.1900 1.8871
C -1.937 0.427 -0.505 -0.7879 -1.2192 3.7097
H -2.917 0.747 -0.167 -0.0823 0.5122 0.1450
H -1.993 -0.641 -0.223 0.0389 0.2327 -1.3192
H 0.980 1.442 -1.221 -1.0577 2.5350 -1.6317
H 0.015 0.281 2.467 1.4944 0.3121 -1.0974
H -0.828 2.002 0.344 0.1068 -2.7582 0.5824
H -0.097 -2.621 -0.691 0.1253 0.5202 -0.1269
H 0.938 -2.103 -2.102 0.7825 -0.2695 -0.9643
H -1.836 0.754 -1.484 0.6715 0.0101 -2.0142
H 0.894 -1.035 1.974 0.8031 -0.9935 -0.4337
H 1.816 0.593 1.872 -1.6183 -1.1409 -0.0510
H 2.443 0.770 -0.290 -3.0559 -0.6560 -0.9110

***

18
Properties=species:S:1:pos:R:3:forces:R:3 method="wB97M-V/def2-TZVPD" e_lumo_ev=-4.5 e_homo_ev=-13.60 total_charge=+1 smiles="C[C@@H](N)C1=[N+](C)C1" homo_lumo_gap_ha=0.334
N -0.574 -0.749 -2.089 -1.7537 0.0223 1.3231
N 0.785 -0.446 1.079 -2.7519 -0.0748 -1.7291
C -1.067 -0.094 -0.849 -0.5347 -0.6197 -1.7934
C -1.012 1.437 -1.053 -2.5270 0.8918 2.6442
C -0.272 -0.633 1.995 -0.9207 -3.3281 -2.5960
C -0.332 -0.457 0.461 0.9237 0.6062 0.8839
C 2.148 -0.209 1.124 1.3490 2.0135 -1.8504
H -0.356 -1.689 2.225 -0.4484 0.3265 1.0598
H 2.429 -0.365 -0.007 0.5279 0.5779 2.5048
H -1.951 1.982 -0.621 1.6182 -1.1666 -0.6198
H -0.191 1.968 -0.660 1.2990 0.2219 1.0991
H -0.954 1.731 -2.043 -0.3002 -0.2066 -2.3465
H 2.165 0.906 1.493 0.8653 -1.9694 -0.8296
H 0.393 -0.686 -2.220 1.4145 -0.1098 -0.4445
H 2.598 -0.885 1.861 0.2068 0.2507 -0.5014
H -2.161 -0.355 -0.795 1.3031 -0.0217 0.4819
H -1.022 -1.603 -2.439 0.4559 0.5887 0.7239
H -0.625 0.148 2.539 -0.7270 1.9969 1.9901

***

18
Properties=species:S:1:pos:R:3:forces:R:3 method="wB97M-V/def2-TZVPD" e_lumo_ev=-3.4 e_homo_ev=-14.55 total_charge=+1 homo_lumo_gap_ha=0.409
N 1.485 0.067 -0.168 -2.7251 -1.3158 1.5683
N 0.276 -1.600 -0.154 -3.5337 -0.1093 1.5587
C 2.444 1.120 0.124 -0.2684 -1.6056 -3.2077
C -1.222 0.445 -0.377 -1.7144 -0.0548 -1.1014
C -2.586 0.135 0.270 -0.7321 2.9141 0.2941
C 1.483 -1.212 -0.459 2.0007 -0.7355 -0.9019
C -0.251 -0.285 0.395 4.6779 -0.0013 -1.0697
H 2.793 1.073 1.103 0.6091 0.1435 1.5700
H 2.271 -1.927 -0.925 -1.1968 1.6159 0.9176
H -2.598 -0.733 0.809 0.1313 -2.7949 1.1058
H 1.875 1.963 -0.157 -0.0642 1.5770 0.2538
H -2.746 0.893 1.143 -0.2672 -0.9368 -1.9645
H -0.392 -0.143 1.471 0.7551 -0.5444 -0.0776
H -1.198 0.102 -1.414 0.0553 0.2576 -0.0140
H -0.308 -2.454 -0.184 1.2125 0.6626 -0.3640
H -3.397 0.041 -0.481 0.3772 0.6341 0.6779
H -1.152 1.529 -0.340 0.6820 -0.0346 -0.0328
H 3.223 0.987 -0.657 0.0007 0.3281 0.7873

***

19
Properties=species:S:1:pos:R:3:forces:R:3 method="wB97M-V/def2-TZVPD" e_lumo_ev=3.0 e_homo_ev=-2.88 total_charge=-1 homo_lumo_gap_ha=0.218
O -3.798 0.957 -0.054 -0.0295 -0.0518 -0.1916
N 3.132 -0.224 -0.387 -0.2783 -0.4206 -0.4155
N 0.784 -1.289 -1.364 0.0269 0.0969 1.0948
C 1.902 0.010 0.311 0.3277 -0.3177 0.1791
C 0.761 -0.565 -0.136 0.1504 0.4729 -0.7272
C -1.720 -0.444 -0.078 0.6573 -0.6023 -1.0791
C -0.473 -0.445 0.588 -0.6540 -0.0681 -0.4176
C -2.575 1.007 0.325 -0.4642 0.8285 0.1030
H -1.937 1.789 -0.153 0.1204 -0.1014 -0.0862
H 1.681 -1.122 -1.795 -0.1534 -0.0917 -0.4028
H -0.035 -1.073 -1.911 0.1311 -0.0773 -0.2254
H 3.875 -0.614 0.167 0.0946 0.1655 0.0900
H -2.458 -1.180 0.216 -0.1642 0.2786 0.6354
H 3.446 0.519 -0.985 0.2173 0.3381 0.1443
H -0.398 0.398 1.531 0.6135 -0.7428 1.2434
H -1.694 -0.456 -1.184 -0.0766 -0.0188 0.0621
H 1.916 0.605 1.211 -0.2084 0.0856 0.0493
H -0.043 1.078 2.290 -0.3101 0.4291 -0.3715
H -2.363 1.049 1.407 -0.0003 -0.2025 0.3155

***

19
Properties=species:S:1:pos:R:3:forces:R:3 method="wB97M-V/def2-TZVPD" e_lumo_ev=-3.3 e_homo_ev=-14.50 total_charge=+1 smiles="NC(=O)[C@H]1CCC[NH2+]1" homo_lumo_gap_ha=0.411
O -2.064 0.156 1.566 -0.2847 -0.1175 -0.5906
N -1.011 0.670 -0.750 -0.0303 -1.2851 -1.4433
N -0.150 -0.218 2.672 1.3673 0.1432 -0.2724
C 1.184 -0.091 0.020 -1.2071 0.8426 0.6052
C 0.995 -0.684 -1.386 0.8492 0.0324 1.1952
C -0.854 0.216 1.601 -0.5091 -0.1932 1.6183
C -0.084 0.803 0.424 1.0899 -1.6587 -0.6142
C -0.371 -0.235 -1.829 0.4801 0.6407 -1.7107
H -1.877 0.143 -0.585 -0.0889 0.5710 1.4042
H 1.867 -0.390 -1.963 -0.4500 0.3639 -0.6010
H -1.316 1.532 -1.195 0.2403 0.2081 0.2541
H 0.312 1.807 0.607 -0.8872 0.0390 -0.2118
H 2.013 0.616 0.080 0.3410 -0.7392 0.1512
H -0.494 -0.752 3.453 -0.9400 0.2087 -0.1927
H -0.330 0.438 -2.689 0.0784 -0.4577 -0.1823
H -0.928 -1.146 -2.114 -0.5865 0.9138 0.5832
H 0.856 -0.187 2.696 0.0408 0.2249 -0.2714
H 1.074 -1.774 -1.345 -0.2810 0.1868 0.0777
H 1.179 -0.904 0.736 0.7776 0.0764 0.2013

***

19
Properties=species:S:1:pos:R:3:forces:R:3 method="wB97M-V/def2-TZVPD" e_lumo_ev=-4.3 e_homo_ev=-14.14 total_charge=+1 smiles="CC/[NH+]=C/C/N=C/O" homo_lumo_gap_ha=0.362
O 3.682 1.229 -0.328 0.2589 0.4557 0.8284
N -0.694 -0.022 -0.155 2.5871 0.4568 -0.3999
N 1.926 0.007 0.351 1.4248 0.5752 -0.4434
C 1.280 -1.255 0.374 1.6490 -1.7543 2.2141
C -0.135 -1.150 0.077 -2.1207 -2.7182 -0.3753
C -2.758 1.046 0.466 1.1951 2.5537 -2.6814
C 3.045 0.098 -0.298 -3.3518 -0.7839 0.1973
C -1.982 0.283 -0.633 -4.2891 -2.0941 0.1897
H -0.750 -2.196 -0.003 1.2431 2.9680 0.1707
H -1.987 0.866 -1.539 0.6516 0.1838 -0.2645
H -2.595 -0.670 -0.869 1.3954 1.2384 0.2236
H 3.239 -0.746 -0.948 1.4100 0.2480 -0.2546
H 1.729 -2.153 -0.145 -0.3591 1.0481 -0.4659
H 1.472 -1.701 1.429 -1.0612 0.6604 -1.1151
H -3.538 1.686 -0.099 1.1591 -0.9368 1.3862
H -1.911 1.693 0.847 -1.6486 -0.1345 0.3941
H 3.230 1.746 0.392 0.6780 -0.0155 -0.8099
H -3.193 0.411 1.182 -0.3917 -0.5971 0.9987
H -0.059 0.826 -0.102 -0.4301 -1.3536 0.2073

***

19
Properties=species:S:1:pos:R:3:forces:R:3 method="wB97M-V/def2-TZVPD" e_lumo_ev=-3.3 e_homo_ev=-14.61 total_charge=+1 smiles="C=C(C(N)=O)[NH+](C)C" homo_lumo_gap_ha=0.417
O 1.646 1.438 0.049 2.2091 0.2325 0.0505
N -0.679 0.600 0.203 1.0253 -0.5469 0.3227
N 3.034 -0.450 -0.301 -2.5337 -2.4092 1.2554
C 1.938 0.262 0.068 -3.9802 -1.0749 -0.3496
C -1.876 0.507 1.091 -1.0491 -1.1928 -1.9032
C 0.286 -0.523 0.307 2.7333 -0.2083 -1.5109
C -1.072 0.891 -1.179 -1.1071 -2.9540 -1.5504
C 0.015 -1.803 0.129 2.7589 0.4125 1.0585
H 3.926 -0.035 -0.324 1.0510 0.8316 -0.0895
H 3.030 -1.516 -0.156 -0.1085 2.5511 -0.2946
H -1.556 1.845 -1.111 -0.5683 0.3292 -0.5865
H -1.756 -0.039 -1.451 1.0119 2.3744 0.1282
H 0.008 1.352 0.387 -0.0529 0.7023 0.7543
H -1.517 0.233 2.018 0.4108 -0.8351 2.0224
H -2.612 -0.225 0.645 1.2112 0.2868 0.5783
H -2.497 1.369 1.195 0.3570 1.2652 -0.3193
H 0.830 -2.560 0.177 -0.5213 0.8190 -0.2252
H -0.914 -2.232 0.160 -2.4583 -0.7542 -0.2050
H -0.233 0.885 -1.907 -0.3893 0.1710 0.8640

***

19
Properties=species:S:1:pos:R:3:forces:R:3 method="wB97M-V/def2-TZVPD" e_lumo_ev=-4.0 e_homo_ev=-14.00 total_charge=+1 smiles="C[C@@H]1OC=[NH+][C@H]1CN" homo_lumo_gap_ha=0.369
O 0.810 1.357 -1.148 1.5022 0.4097 1.0657
N -0.615 -0.243 2.674 -0.2229 -3.3941 -1.5851
N 1.385 0.045 0.529 -0.5771 -0.5500 1.4033
C -1.064 -0.115 1.253 1.4842 1.0564 -0.0672
C 0.069 -0.516 0.203 -1.9021 1.4909 -0.8623
C -0.187 0.303 -1.243 -1.8019 -0.6208 2.3915
C 1.626 1.140 -0.146 -0.8585 -1.4101 -0.0956
C -0.003 -0.441 -2.536 4.1226 2.8193 -0.1548
H -1.189 0.906 -1.156 1.7114 -1.4680 -0.3316
H 1.073 -0.909 -2.592 -1.8819 1.1072 0.0479
H 2.447 1.792 0.099 0.0696 0.3118 -0.3178
H -1.054 -1.141 3.065 1.1779 1.4931 -0.8129
H -0.046 -1.590 0.263 1.1438 -0.3627 -1.0075
H -1.908 -0.775 1.072 -0.2254 0.2806 -0.4298
H -1.264 0.944 0.967 -0.4285 -0.6244 0.7972
H 1.779 -0.292 1.449 -0.0993 1.1079 -1.3866
H -0.144 0.335 -3.340 0.2165 -1.1567 0.4624
H -0.633 -1.219 -2.616 -2.5511 -2.5369 -0.3933
H -1.082 0.419 3.201 -0.8794 2.0467 1.2765

***

19
Properties=species:S:1:pos:R:3:forces:R:3 method="wB97M-V/def2-TZVPD" e_lumo_ev=-3.5 e_homo_ev=-12.58 total_charge=+1 homo_lumo_gap_ha=0.334
O 1.845 1.026 -0.441 -1.2827 2.6253 0.6359
N -0.300 1.087 0.498 0.9978 -0.8409 0.3414
N -2.586 0.565 -0.006 0.0073 4.4140 -2.2051
C 1.736 -0.284 -0.556 -1.2636 -3.8563 -2.6893
C 0.758 1.640 0.082 0.0533 -0.8753 0.3175
C 2.486 -1.112 0.428 -0.8475 -1.3069 2.1969
C -0.435 -0.330 0.312 3.2102 1.3607 -1.8899
C -1.684 -0.493 -0.480 -1.2384 -3.2478 -0.2385
H 1.965 -2.160 0.612 0.9758 2.2279 -0.4305
H 3.529 -1.368 0.120 -0.7172 0.5966 0.2528
H 2.441 -0.508 1.422 0.4578 -1.3272 -1.5003
H -3.136 0.326 0.745 -1.2024 -0.7767 2.6089
H -3.261 1.015 -0.649 0.3680 -1.0907 -0.3516
H -1.934 1.525 0.224 -0.5836 -3.0961 0.1803
H 1.922 -0.561 -1.718 -0.8689 0.3103 2.7403
H -1.657 -0.429 -1.572 0.4948 0.1329 0.2336
H -2.092 -1.573 -0.227 0.2842 2.3503 -0.6304
H -0.361 -1.042 1.121 0.3557 0.3841 0.4773
H 0.763 2.674 0.084 0.7993 2.0158 -0.0495

***

Q: Which energy relative to the best compared isomer or geometry (same formula, charge and spin) values were calculated for the entries above? A: 355.8; 436.0; 301.9; 481.0; 466.9; 453.5; 373.0; 261.9; 492.0; 99.4; 257.1; 299.9; 222.1; 504.0, in kJ/mol.
Q: Which E values were calculated for the entries above? A: -6849.8407; -6841.5143; -8333.9897; -8332.1338; -8332.2799; -8332.4192; -8333.2528; -8334.4042; -10385.4384; -10384.5757; -10382.9407; -10382.4974; -10383.3039; -10380.3819, in eV.